Formula: C25H41Br3GeIN4O2SSi3Tl
Source: OMol25
Level of theory: ωB97M-V with the def2-TZVPD basis set

Structure (XYZ):
```
82
C25H41Br3GeIN4O2SSi3Tl, DFT ωB97M-V with the def2-TZVPD basis set
Tl -0.16959 2.84398 -1.87879
Br -0.27312 -0.29036 -1.45348
C -0.54927 0.52239 -5.05888
Br 1.00517 1.54107 -4.92793
H -1.46486 1.07447 -4.86265
H -0.44228 -0.52372 -4.80445
C 4.81520 -2.04888 -1.16310
Si 3.31776 -1.12364 -1.85629
C 2.97553 -1.81889 -3.57125
C 3.80858 0.68033 -2.05236
Ge 1.62572 -1.34605 -0.16155
Si 1.76936 -0.30492 2.34799
C 2.27249 -1.90816 3.28792
C 3.56746 0.22679 1.95041
C -0.12088 -0.64231 2.32880
Si 0.66847 -3.52695 -0.55145
C 1.75175 -4.84591 0.26070
C 0.47471 -3.98839 -2.36669
C -1.03933 -3.65629 0.23074
H 5.69262 -1.95322 -1.81589
H 4.59372 -3.11718 -1.04806
H 5.08438 -1.65590 -0.17560
H 3.68018 -1.40159 -4.30107
H 1.96155 -1.56944 -3.90533
H 3.07688 -2.90893 -3.57963
H 4.61285 0.79494 -2.78888
H 4.14987 1.09550 -1.09854
H 2.95500 1.27756 -2.39143
H 2.51592 -2.65627 2.51938
H 1.46924 -2.33155 3.90435
H 3.17277 -1.79970 3.90523
H 4.15610 -0.66942 1.70933
H 4.02946 0.70219 2.83087
H 3.64172 0.92120 1.11514
H -0.27670 -1.70822 2.12829
H -0.65502 -0.08061 1.55813
H -0.57875 -0.40822 3.30334
H 2.75203 -4.86793 -0.18928
H 1.31015 -5.84481 0.15316
H 1.87349 -4.64410 1.33144
H 1.44125 -4.21507 -2.82812
H 0.03063 -3.15023 -2.91933
H -0.18036 -4.85947 -2.48561
H -0.96734 -3.74187 1.32052
H -1.57786 -4.53319 -0.14721
H -1.63459 -2.76424 0.00230
I -4.35869 3.69415 3.53580
C -3.60273 3.79904 1.61716
C -3.99159 4.66127 0.61933
N -3.18959 4.40559 -0.43048
N -2.32896 3.40106 -0.18179
C -2.56712 3.02568 1.06580
H -4.75563 5.42325 0.59484
H -3.35279 4.67297 -1.39792
H -1.98121 2.24359 1.52733
C 1.99784 0.01846 5.81553
C 1.51794 1.20596 5.03857
C 1.10231 2.35063 5.68322
C 0.65026 3.40502 4.89396
N 0.63515 3.37907 3.57537
C 1.07813 2.25100 2.97016
S 1.14071 2.07874 1.29037
N 1.48964 1.14722 3.69345
H 2.05851 0.26413 6.87442
H 2.98003 -0.29465 5.46361
H 1.32042 -0.82566 5.68122
H 1.11659 2.41510 6.76278
H 0.28247 4.31782 5.35735
Br -7.19447 -1.54218 -2.38330
C -5.98871 -0.10613 -2.71740
C -6.49898 1.13299 -3.06976
C -5.61633 2.18337 -3.28392
C -4.24510 1.99371 -3.16982
C -3.75995 0.73579 -2.82945
C -4.62840 -0.32341 -2.59214
C -3.29399 3.16910 -3.33047
O -3.78510 4.31199 -3.22715
O -2.06609 2.89637 -3.49644
H -7.56657 1.27408 -3.16650
H -5.98293 3.17033 -3.53712
H -2.69126 0.58760 -2.73741
H -4.24583 -1.29782 -2.31433
```

* Kohn-Sham gap (alpha / beta): 6.72 / 6.72 eV
* HOMO (alpha / beta): -4.723 / -4.724 eV
* multiplicity: 2
* relative energy (zero: lowest compared OMol25 entry of this formula, charge and spin): 24.39 kcal/mol
* ⟨S²⟩: 0.75
* electronic energy: -12882.73185 Eh
* total charge: -1

Partial charges, Löwdin, in e:
1 Tl 0.659
2 Br 0.094
3 C -0.494
4 Br 0.576
5 H -0.034
6 H -0.028
7 C -0.234
8 Si 0.287
9 C -0.227
10 C -0.224
11 Ge 0.485
12 Si 0.189
13 C -0.224
14 C -0.271
15 C -0.274
16 Si 0.274
17 C -0.237
18 C -0.234
19 C -0.241
20 H 0.026
21 H 0.013
22 H 0.008
23 H 0.028
24 H 0.003
25 H 0.012
26 H 0.030
27 H 0.015
28 H -0.012
29 H 0.004
30 H 0.022
31 H 0.015
32 H 0.009
33 H 0.030
34 H -0.023
35 H -0.004
36 H -0.027
37 H 0.036
38 H 0.013
39 H 0.025
40 H 0.009
41 H 0.009
42 H 0.006
43 H 0.025
44 H 0.018
45 H 0.024
46 H 0.007
47 I 0.805
48 C -0.772
49 C -0.149
50 N 0.009
51 N -0.023
52 C -0.199
53 H 0.117
54 H 0.111
55 H 0.089
56 C -0.020
57 C -0.287
58 C -0.034
59 C -0.134
60 N 0.068
61 C -0.775
62 S 0.603
63 N -0.025
64 H 0.078
65 H 0.076
66 H 0.083
67 H 0.100
68 H 0.107
69 Br 0.691
70 C -0.691
71 C -0.130
72 C -0.020
73 C -0.126
74 C -0.022
75 C -0.115
76 C -0.641
77 O -0.034
78 O -0.260
79 H 0.093
80 H 0.115
81 H 0.047
82 H 0.101

***

Formula: C25H41Cl3N3O3RhSSi
Source: OMol25
Level of theory: ωB97M-V with the def2-TZVPD basis set

Structure (XYZ):
```
78
C25H41Cl3N3O3RhSSi, DFT ωB97M-V with the def2-TZVPD basis set
C -1.54420 0.03111 -5.92172
C -1.05712 1.05025 -4.91079
H -2.31937 0.45420 -6.56773
H -1.92295 -0.81566 -5.35115
H -0.72804 -0.31336 -6.57535
C -0.71102 2.33890 -5.38095
C -1.21372 3.05585 -6.59526
H 0.20364 2.79242 -4.99546
H -2.28207 3.10367 -6.74573
H -0.78868 2.69250 -7.53287
H -0.84155 4.07670 -6.53131
Rh -0.37367 -1.16427 1.02296
Cl 1.04173 -2.95918 0.00002
Cl -2.60852 -1.36499 1.68452
H 0.22967 -2.20642 5.87363
H 0.48765 -5.56178 4.51330
C -0.57466 -2.88211 5.59606
C -0.46092 -5.03551 4.33204
N -0.28398 -3.59167 4.37120
H -1.48752 -2.29283 5.52482
C 0.06617 -2.93490 3.24915
O -0.00633 -1.70416 3.12131
H -0.81745 -5.30744 3.33235
H 0.42685 -3.55000 2.42631
H -0.70968 -3.61433 6.38308
H -1.20192 -5.32972 5.09420
H -3.63068 1.35078 -1.92994
H -1.99407 4.04442 -2.33795
C -3.75554 2.06459 -1.10742
C -2.28112 4.04891 -1.27904
N -2.50381 2.70675 -0.76054
H -4.15170 1.55495 -0.22991
C -1.80155 2.37154 0.38163
O -2.14949 1.63617 1.27927
H -1.47656 4.49994 -0.69091
H -0.83742 2.91202 0.40063
H -4.45635 2.83552 -1.43932
H -3.19343 4.64997 -1.18204
O -1.78686 0.75882 -3.42424
C -0.44309 0.50224 -3.61312
C 0.56269 2.57101 -2.35760
C 0.65321 1.26076 -2.86013
H -0.39630 3.07836 -2.34395
C 1.68171 3.23536 -1.83979
H -0.27845 -0.60665 -3.64418
C 1.88849 0.61377 -2.69613
H 1.59864 4.24321 -1.41844
C 2.94056 2.62343 -1.83160
C 3.01508 1.28229 -2.23445
H 1.92239 -0.44036 -2.96845
H 3.85576 3.15614 -1.52604
H 3.96017 0.74587 -2.17091
Si -3.32217 -1.97279 -1.39779
Cl -0.78421 -0.36041 -0.95312
C -4.81164 -1.13176 -0.62418
C -2.94370 -3.50157 -0.26598
C -3.58969 -2.59721 -3.15046
H -4.60483 -0.24978 -0.00795
H -5.28363 -1.89586 0.01726
H -5.51642 -0.89106 -1.43821
H -3.98279 -1.83618 -3.84680
H -4.35572 -3.38693 -3.04296
H -2.69561 -3.06591 -3.60234
H -1.86670 -3.64649 -0.06621
H -3.33226 -4.37852 -0.80823
H -3.48393 -3.44003 0.68065
S 1.29439 0.46633 0.76824
C 2.42409 -0.11670 1.87351
N 3.07684 -1.27691 1.60287
C 3.68888 -1.98921 2.58301
C 3.75193 -1.47611 3.85886
C 3.28720 -0.17078 4.09569
C 2.60247 0.51190 3.09934
H 2.89727 -1.73383 0.70348
H 4.10226 -2.93962 2.27772
H 4.18322 -2.07251 4.66255
H 3.46207 0.31104 5.04858
H 2.12302 1.47963 3.22894
```

* Kohn-Sham gap (alpha / beta): 5.07 / 7.05 eV
* HOMO (alpha / beta): -5.474 / -7.514 eV
* multiplicity: 5
* relative energy (zero: lowest compared OMol25 entry of this formula, charge and spin): 0.00 kcal/mol
* ⟨S²⟩: 6.04
* electronic energy: -3545.87130 Eh

Partial charges, Löwdin, in e:
1 C -0.016
2 C -0.290
3 H 0.081
4 H 0.069
5 H 0.097
6 C -0.041
7 C -0.095
8 H 0.108
9 H 0.072
10 H 0.080
11 H 0.070
12 Rh 0.224
13 Cl -0.115
14 Cl 0.053
15 H 0.088
16 H 0.090
17 C -0.038
18 C -0.045
19 N -0.179
20 H 0.098
21 C -0.349
22 O -0.172
23 H 0.092
24 H 0.062
25 H 0.081
26 H 0.093
27 H 0.067
28 H 0.075
29 C -0.053
30 C -0.080
31 N -0.180
32 H 0.066
33 C -0.386
34 O -0.050
35 H 0.086
36 H 0.118
37 H 0.087
38 H 0.089
39 O -0.093
40 C -0.380
41 C -0.061
42 C -0.242
43 H 0.069
44 C -0.089
45 H 0.133
46 C -0.081
47 H 0.104
48 C -0.103
49 C -0.109
50 H 0.115
51 H 0.104
52 H 0.101
53 Si 0.729
54 Cl 0.215
55 C -0.238
56 C -0.292
57 C -0.202
58 H -0.012
59 H 0.045
60 H 0.037
61 H 0.032
62 H 0.043
63 H 0.043
64 H -0.018
65 H 0.024
66 H -0.029
67 S 0.646
68 C -0.713
69 N 0.035
70 C -0.065
71 C -0.071
72 C -0.046
73 C -0.086
74 H 0.040
75 H 0.129
76 H 0.106
77 H 0.109
78 H 0.114

***

Formula: C25H41ErF5P2
Source: OMol25
Level of theory: ωB97M-V with the def2-TZVPD basis set

Structure (XYZ):
```
74
C25H41ErF5P2, DFT ωB97M-V with the def2-TZVPD basis set
Er -1.67170 -2.45224 1.07626
C -0.28740 -1.00849 3.91624
C -1.19215 -0.02042 3.48255
C -2.29447 -2.07836 3.34357
C -0.93018 -2.29394 3.74826
C -2.39554 -0.66324 3.02991
C 1.14517 -0.79060 4.33442
H 1.61192 0.07845 3.83649
H 1.76236 -1.66757 4.11104
H 1.27942 -0.60686 5.41166
C -0.41531 -3.58515 4.26190
H 0.67257 -3.59283 4.40601
H -0.63377 -4.38643 3.55326
H -0.87324 -3.91462 5.20966
C -3.39699 -3.10829 3.30683
H -3.73901 -3.32070 4.34485
H -3.10194 -4.08321 2.88074
H -4.30687 -2.78114 2.78220
C -3.61522 0.04010 2.52726
H -4.37436 0.27307 3.29676
H -4.13298 -0.57501 1.78364
H -3.38503 0.99711 2.03837
C -0.93423 1.46328 3.37084
H -1.61634 2.09809 3.96718
H -1.05999 1.80126 2.32406
H 0.08012 1.73610 3.70253
C 2.42306 -0.41060 -0.00115
C 2.41020 0.47397 1.01105
C 1.89374 1.87953 1.08166
C 1.12348 2.39468 -0.14979
C -0.14958 1.71404 -0.52581
C -0.40240 0.65649 -1.36102
C 0.46338 -0.60286 -1.60045
C 1.92989 -0.26295 -1.40378
H 2.72141 2.62695 1.16179
H 1.85795 2.47328 -0.97238
H 1.32258 1.95900 2.02364
H 2.03065 0.82637 -1.74629
H 2.75708 -1.42121 0.28858
H 3.13682 0.24185 1.82907
H 2.53115 -0.93150 -2.04520
H 0.15145 -1.49183 -0.96122
H -1.49781 0.43000 -1.47050
H 0.38282 -1.00528 -2.65714
H 0.85101 3.42325 0.12562
H -1.03746 2.07559 0.04384
P 2.09396 1.98212 -3.19644
C 3.63646 1.23948 -3.83316
C 2.43654 3.77775 -3.03493
P -1.04487 1.80177 -3.68317
C 0.74984 1.62224 -4.38692
C -1.15158 3.67115 -3.84560
C -1.82784 1.37635 -5.29451
H 3.43865 0.21325 -4.15855
H 4.34970 1.19934 -3.00026
H 4.07825 1.80963 -4.66385
H 2.89808 4.23327 -3.92990
H 3.12976 3.91032 -2.19715
H 1.53327 4.34282 -2.79058
H -1.40293 1.93174 -6.13743
H -2.90141 1.55696 -5.22335
H -1.66536 0.30700 -5.44593
H 0.80024 0.54087 -4.64549
H 0.85246 2.22235 -5.32767
H -2.21218 3.94602 -3.84199
H -0.68001 4.06343 -4.76704
H -0.71190 4.15437 -2.96804
F 0.82617 -3.73271 -0.49109
C 0.11358 -4.04892 0.68141
F 1.04913 -4.16455 1.73434
C -0.78200 -5.07775 0.53408
F -1.10435 -5.92132 1.54671
F -2.87831 -3.82509 0.27209
F -0.71761 -5.73903 -0.62262
```

* Kohn-Sham gap (alpha / beta): 3.30 / 3.29 eV
* HOMO (alpha / beta): -9.311 / -9.311 eV
* multiplicity: 4
* relative energy (zero: lowest compared OMol25 entry of this formula, charge and spin): 141.79 kcal/mol
* ⟨S²⟩: 3.76
* electronic energy: -3173.78123 Eh
* total charge: +1

Partial charges, Löwdin, in e:
1 Er 1.645
2 C -0.174
3 C -0.188
4 C -0.424
5 C -0.297
6 C -0.302
7 C -0.025
8 H 0.062
9 H 0.076
10 H 0.095
11 C -0.050
12 H 0.085
13 H 0.049
14 H 0.104
15 C -0.064
16 H 0.114
17 H 0.068
18 H 0.088
19 C -0.048
20 H 0.103
21 H 0.067
22 H 0.082
23 C -0.030
24 H 0.097
25 H 0.065
26 H 0.070
27 C -0.104
28 C -0.111
29 C -0.181
30 C -0.232
31 C -0.131
32 C -0.269
33 C -0.201
34 C -0.286
35 H 0.130
36 H 0.031
37 H 0.080
38 H -0.034
39 H 0.101
40 H 0.114
41 H 0.116
42 H 0.068
43 H 0.062
44 H 0.119
45 H 0.117
46 H 0.106
47 P 0.813
48 C -0.252
49 C -0.260
50 P 0.896
51 C -0.504
52 C -0.284
53 C -0.322
54 H 0.040
55 H 0.050
56 H 0.047
57 H 0.047
58 H 0.044
59 H 0.025
60 H 0.041
61 H 0.034
62 H 0.030
63 H 0.046
64 H 0.058
65 H 0.034
66 H 0.050
67 H 0.013
68 F 0.070
69 C -0.348
70 F 0.082
71 C -0.230
72 F 0.200
73 F -0.409
74 F 0.226